Computed, not measured: a 2-piece molecular cluster, C2H4Cl2N2S3 overall at a distorted geometry, with ωB97M-V with the def2-TZVPD basis set.

ORCA input file:
```
! wB97M-V def2-TZVPD RIJCOSX def2/J DEFGRID3
* xyz 0 1
H 1.1123 0.5128 1.7276
N 0.9582 0.0089 0.8748
N 2.0176 -0.3118 0.2923
S 2.2382 -1.1693 -1.0413
S 3.4936 0.5955 0.9605
H 3.3577 1.5656 0.0795
S -3.2311 -1.4792 0.1251
C -2.0338 -0.7846 -0.8522
C -1.3397 0.3394 -0.5931
Cl -0.2217 1.0578 -1.7406
Cl -1.7210 1.4114 0.7260
H -2.9587 -0.5834 1.1746
H -1.6717 -1.1630 -1.7331
*
```

Values from the calculation:
SMILES: [H]/N=[N+](/[S-])S.SC=C(Cl)Cl
Gap between HOMO and LUMO: 0.287 Eh

natural (NBO) population analysis, charges in e, atoms 1 to 6: number 1, H, carries 0.349; number 2, N, carries -0.373; number 3, N, carries -0.292; number 4, S, carries 0.078; number 5, S, carries 0.108; number 6, H, carries 0.131


Computed, not measured: a single C5H8O2 molecule, with ωB97M-V with the def2-TZVPD basis set.

ORCA input file:
```
! wB97M-V def2-TZVPD RIJCOSX def2/J DEFGRID3
* xyz 0 1
O -2.1194 0.8873 0.6270
C -1.2345 -0.2027 0.5597
C 0.2407 0.1252 0.9230
C 0.5827 0.0108 -0.5600
C 1.8612 -0.0674 -1.2540
O 1.0767 1.1238 -1.2808
C -0.7826 -0.5948 -0.8748
H -1.7350 1.6148 0.1185
H -1.7006 -1.0000 1.1428
H 0.3994 1.1127 1.3677
H 0.7233 -0.6363 1.5444
H 2.7892 -0.0022 -0.6852
H 1.9307 -0.5977 -2.2042
H -1.3383 -0.1144 -1.6862
H -0.7514 -1.6759 -1.0455
*
```

Values from the calculation:
SMILES: O[C@H]1C[C@]2(CO2)C1
Gap between HOMO and LUMO: 0.409 Eh

natural (NBO) population analysis, charges in e, atoms 1 to 6: number 1, O, carries -0.700; number 2, C, carries 0.113; number 3, C, carries -0.464; number 4, C, carries 0.204; number 5, C, carries -0.108; number 6, O, carries -0.489


Computed, not measured: a single C14H14N2O3 molecule at a distorted geometry, with ωB97M-V with the def2-TZVPD basis set.

ORCA input file:
```
! wB97M-V def2-TZVPD RIJCOSX def2/J DEFGRID3
* xyz 0 1
O 1.3309 -1.1077 -1.7446
C 0.3571 -0.6751 -1.1596
C -0.4132 0.5653 -1.5459
C 0.0577 1.7601 -0.6965
C -0.6944 2.9999 -1.0910
C -0.2509 3.7868 -2.1460
C -0.9610 4.9084 -2.5351
C -2.1272 5.2554 -1.8744
C -2.5782 4.4760 -0.8232
C -1.8665 3.3543 -0.4360
N -0.1332 -1.2985 -0.0631
N 0.5349 -2.3963 0.4733
C 0.2628 -2.7637 1.7540
O -0.6171 -2.2102 2.3898
C 1.0796 -3.8808 2.2433
C 2.0852 -4.6172 1.6599
C 2.4917 -5.5583 2.6263
C 1.7098 -5.3269 3.7216
O 0.8628 -4.3242 3.4980
H -1.4827 0.4079 -1.4004
H -0.2245 0.7749 -2.5990
H 1.1281 1.9038 -0.8557
H -0.1075 1.5444 0.3613
H 0.6602 3.5195 -2.6622
H -0.6034 5.5137 -3.3551
H -2.6816 6.1314 -2.1767
H -3.4864 4.7425 -0.3026
H -2.2218 2.7511 0.3877
H -0.8575 -0.9499 0.5540
H 1.3334 -2.6763 -0.0806
H 2.4848 -4.5099 0.6722
H 3.2559 -6.3006 2.5229
H 1.6724 -5.7999 4.6833
*
```

Values from the calculation:
SMILES: O=C(CCc1ccccc1)NNC(=O)c1ccco1
Gap between HOMO and LUMO: 0.348 Eh

natural (NBO) population analysis, charges in e, atoms 1 to 6: number 1, O, carries -0.634; number 2, C, carries 0.659; number 3, C, carries -0.480; number 4, C, carries -0.429; number 5, C, carries 0.078; number 6, C, carries -0.252


Computed, not measured: C28H38AsBrN3OS2Si2Sr as an isolated structure at a distorted geometry, with ωB97M-V with the def2-TZVPD basis set.

ORCA input file:
```
! wB97M-V def2-TZVPD RIJCOSX def2/J DEFGRID3
* xyz -1 1
Sr -0.1446 0.3580 -0.1851
C 4.1988 -1.2801 1.1572
C 2.7013 -1.0389 1.1877
N 2.1367 -0.3920 0.2116
N 2.9503 -0.1215 -0.8486
C 2.7423 0.9249 -1.5439
S 1.6730 2.2334 -1.3524
S 3.8141 0.9271 -3.0132
C 4.5770 2.5911 -2.9222
C 5.6760 2.6541 -1.9004
C 6.9988 2.4050 -2.2613
C 8.0101 2.4286 -1.3122
C 7.7128 2.6962 0.0148
C 6.4012 2.9477 0.3853
C 5.3914 2.9302 -0.5627
C 1.9338 -1.5580 2.3078
C 2.6355 -2.0204 3.4332
C 2.0212 -2.5950 4.5262
C 0.6355 -2.7363 4.5212
C -0.0970 -2.2826 3.4511
C 0.4969 -1.6526 2.3224
O -0.2729 -1.1999 1.3919
H 4.5555 -1.1862 0.1366
H 4.4666 -2.2572 1.5552
H 4.7048 -0.5158 1.7510
H 3.7829 3.3065 -2.7205
H 4.9725 2.7838 -3.9191
H 7.2348 2.1844 -3.2970
H 9.0348 2.2348 -1.6077
H 8.5016 2.7130 0.7581
H 6.1606 3.1615 1.4212
H 4.3658 3.1244 -0.2678
H 3.7114 -1.9093 3.4644
H 2.6095 -2.9246 5.3735
H 0.1317 -3.1898 5.3682
H -1.1799 -2.3575 3.4407
C 2.5223 -4.2411 -0.0296
C 1.1344 -3.7802 -0.3546
C 0.0249 -4.3301 0.2838
C -1.2439 -3.8592 -0.0061
C -1.3396 -2.8245 -0.9179
Br -3.0371 -2.0698 -1.2853
N -0.3124 -2.2741 -1.5341
C 0.9001 -2.7543 -1.2616
H 2.6782 -5.2718 -0.3565
H 2.6909 -4.2007 1.0496
H 3.2615 -3.6044 -0.5183
H 0.1573 -5.1121 1.0232
H -2.1278 -4.2491 0.4772
H 1.7277 -2.2693 -1.7715
C -1.6114 4.6052 1.6361
Si -2.7644 3.8921 0.2805
C -4.4360 4.8016 0.5136
C -2.0625 4.5081 -1.3858
As -2.9986 1.5776 0.1991
Si -3.2573 1.1224 2.4693
C -4.6173 2.1827 3.3073
C -3.8062 -0.6995 2.6476
C -1.7129 1.3337 3.5877
H -1.4243 5.6712 1.4694
H -0.6437 4.0944 1.6415
H -2.0554 4.5051 2.6319
H -4.3295 5.8852 0.3971
H -4.8485 4.6101 1.5081
H -5.1651 4.4499 -0.2219
H -2.1100 5.5978 -1.4675
H -2.6287 4.0866 -2.2213
H -1.0158 4.2109 -1.5039
H -5.5280 2.2011 2.7037
H -4.2829 3.2163 3.4456
H -4.8718 1.7821 4.2946
H -4.7770 -0.8588 2.1728
H -3.8876 -1.0038 3.6948
H -3.0723 -1.3481 2.1563
H -1.4258 2.3859 3.6759
H -0.8577 0.7711 3.1939
H -1.9017 0.9600 4.5995
*
```

Values from the calculation:
Gap between HOMO and LUMO: 0.235 Eh

natural (NBO) population analysis, charges in e, atoms 1 to 6: number 1, Sr, carries 1.771; number 2, C, carries -0.706; number 3, C, carries 0.335; number 4, N, carries -0.440; number 5, N, carries -0.429; number 6, C, carries -0.065


Computed, not measured: a 2-piece molecular cluster, C2H4NO2 overall at a distorted geometry, with ωB97M-V with the def2-TZVPD basis set.

ORCA input file:
```
! wB97M-V def2-TZVPD RIJCOSX def2/J DEFGRID3
* xyz 1 1
C -0.1684 -0.1632 1.6160
C -0.7046 -1.3297 -1.4301
N -0.0856 -0.4040 -2.0950
O -1.2776 -2.1431 -0.8890
O 0.1104 0.0046 0.4326
H 0.1915 0.5060 2.3222
H -0.4962 -1.1893 1.8796
H 0.3179 -0.4303 -3.0304
H 0.2645 0.2938 -1.4607
*
```

Values from the calculation:
Gap between HOMO and LUMO: 0.389 Eh

natural (NBO) population analysis, charges in e, atoms 1 to 6: number 1, C, carries 0.348; number 2, C, carries 1.044; number 3, N, carries -0.804; number 4, O, carries -0.276; number 5, O, carries -0.613; number 6, H, carries 0.166


Computed, not measured: a 4-piece molecular cluster, C24H60N4O8 overall at a distorted geometry, with ωB97M-V with the def2-TZVPD basis set.

ORCA input file:
```
! wB97M-V def2-TZVPD RIJCOSX def2/J DEFGRID3
* xyz 0 1
C 1.4299 2.8557 0.2964
O 0.2414 3.1586 -0.3692
C -0.8274 2.2136 -0.3835
C -1.0075 1.0362 -1.4572
N 0.0347 0.0255 -1.4672
C -0.3009 -1.3182 -2.0005
C 0.9398 -2.2354 -1.7689
O 1.0816 -2.4544 -0.3919
C 2.0430 -3.4843 -0.0959
H 1.3605 2.7578 1.3798
H 2.1595 3.6009 -0.0207
H 1.7565 1.8699 -0.0344
H -1.6647 2.8638 -0.6369
H -0.9986 1.8062 0.6129
H -1.0485 1.5345 -2.4257
H -1.9990 0.5869 -1.4009
H 0.2014 -0.1084 -0.4801
H -0.6409 -1.3911 -3.0336
H -1.0277 -1.5935 -1.2363
H 1.7617 -1.6345 -2.1581
H 0.8946 -3.0623 -2.4776
H 3.0008 -3.3608 -0.6014
H 1.6592 -4.4816 -0.3107
H 2.2177 -3.4498 0.9794
C -3.5842 2.9423 -1.8527
O -3.4010 2.1774 -0.5508
C -3.0894 3.1448 0.4306
C -3.0576 2.6529 1.8583
N -1.7400 2.1712 2.1860
C -1.6581 1.6320 3.5136
C -0.3228 0.9486 3.6831
O 0.0573 0.2856 2.4958
C 1.2097 -0.5440 2.5295
H -4.5803 3.3782 -1.7756
H -3.5983 2.0666 -2.5017
H -2.8874 3.7472 -2.0865
H -3.9208 3.8493 0.4080
H -2.1219 3.6247 0.2831
H -3.8034 1.8582 1.8774
H -3.0586 3.5018 2.5419
H -1.2460 1.6273 1.4930
H -2.4617 0.9055 3.6337
H -1.7923 2.4659 4.2027
H -0.4152 0.2220 4.4902
H 0.4912 1.5808 4.0378
H 2.0836 -0.0306 2.9305
H 1.5910 -0.5328 1.5085
H 1.2286 -1.4503 3.1349
C 0.3571 -5.7614 0.1606
O -0.0403 -4.4850 0.6691
C -1.2896 -4.4441 1.3949
C -1.4140 -3.0504 1.7916
N -2.5226 -2.8548 2.7637
C -2.6072 -1.4986 3.2720
C -3.8168 -1.3895 4.2724
O -5.1133 -1.7067 3.6857
C -6.1755 -1.5307 4.5643
H 1.2408 -5.6213 -0.4619
H -0.5066 -6.0366 -0.4446
H 0.5190 -6.3745 1.0472
H -1.1434 -5.0468 2.2912
H -2.1144 -4.8017 0.7785
H -1.5668 -2.3856 0.9414
H -0.5831 -2.6581 2.3779
H -3.4048 -3.2698 2.5001
H -2.6116 -0.7860 2.4472
H -1.7200 -1.2832 3.8676
H -3.7163 -0.3485 4.5795
H -3.6508 -1.9252 5.2070
H -7.0938 -1.8153 4.0506
H -6.2098 -0.4512 4.7116
H -6.0997 -2.1046 5.4878
C 7.1910 0.2400 -5.2903
O 6.3784 0.0241 -4.0595
C 5.1014 -0.5966 -4.3898
C 4.0316 -0.3764 -3.2524
N 3.3558 0.9695 -3.3546
C 2.1832 1.1441 -2.4039
C 1.5959 2.5133 -2.5751
O 2.5859 3.5234 -2.3826
C 2.1098 4.8411 -2.2064
H 6.6552 0.9023 -5.9702
H 7.2525 -0.7205 -5.8019
H 8.0918 0.8073 -5.0561
H 5.3331 -1.6567 -4.2868
H 4.7489 -0.3140 -5.3818
H 4.4010 -0.6501 -2.2641
H 3.2271 -1.1035 -3.3624
H 3.9896 1.7514 -3.2709
H 2.6409 1.0626 -1.4181
H 1.4208 0.3671 -2.4608
H 0.8778 2.6339 -1.7640
H 1.0049 2.4523 -3.4890
H 1.3257 5.0086 -2.9448
H 2.8505 5.6342 -2.3084
H 1.7405 5.2121 -1.2504
*
```

Values from the calculation:
SMILES: COCCNCCOC.COCCNCCOC.COCCNCCOC.COCCNCCOC
Gap between HOMO and LUMO: 0.306 Eh

Löwdin population analysis, charges in e, atoms 1 to 6: number 1, C, carries -0.080; number 2, O, carries -0.195; number 3, C, carries -0.152; number 4, C, carries -0.139; number 5, N, carries -0.117; number 6, C, carries -0.130


Question: Which formula does entry 6 have?
Answer: C24H60N4O8